{
  "formula": "C49H128N4O17",
  "method": "ωB97M-V with the def2-TZVPD basis set",
  "elements": ["O", "H", "O", "O", "C", "H", "H", "H", "H", "H", "C", "C", "H", "C", "C", "C", "C", "H", "H", "H", "H", "H", "C", "O", "H", "H", "H", "H", "H", "O", "C", "C", "H", "C", "O", "H", "C", "O", "H", "H", "C", "H", "C", "C", "H", "H", "H", "H", "C", "C", "H", "H", "H", "C", "H", "H", "H", "H", "H", "H", "H", "H", "H", "H", "H", "H", "C", "H", "H", "C", "N", "H", "H", "H", "H", "H", "H", "H", "C", "H", "C", "H", "O", "C", "H", "H", "H", "C", "H", "H", "H", "H", "C", "H", "H", "H", "H", "N", "H", "H", "H", "H", "H", "H", "H", "C", "C", "C", "C", "C", "C", "C", "H", "H", "O", "H", "H", "H", "H", "H", "H", "H", "H", "H", "H", "H", "H", "O", "H", "C", "H", "H", "H", "C", "H", "N", "O", "H", "C", "H", "C", "O", "C", "C", "H", "C", "H", "H", "C", "H", "H", "H", "C", "H", "H", "H", "H", "H", "H", "O", "O", "H", "H", "H", "H", "O", "H", "H", "H", "C", "H", "H", "O", "H", "H", "C", "H", "H", "C", "O", "H", "H", "H", "H", "C", "H", "C", "C", "H", "N", "H", "H", "H", "H", "C", "H", "C", "H"],
  "coordinates": [[-5.88324, 0.62103, -3.68819], [3.34420, 1.16015, 0.43259], [3.70260, -4.91557, 4.83505], [-1.25809, 0.88371, -3.86145], [5.97318, 0.78075, 1.91894], [-3.94215, 1.96308, 1.58057], [-1.19946, 3.71845, 2.75188], [-3.69490, -1.13137, 0.61540], [4.74532, -0.92879, 0.09476], [-7.94626, 4.20814, -7.34864], [-1.77991, 3.06829, -4.91574], [-4.77236, 4.21563, -6.63696], [-4.40175, 4.62152, -7.62322], [2.26693, -0.24270, -3.40010], [-3.66718, 3.98154, -0.91009], [-6.90551, 4.39125, -7.66877], [-6.08650, -0.34056, -4.74926], [3.61239, -4.79409, -2.25361], [1.78962, 3.19284, 6.01143], [-0.93408, 3.66181, -4.64090], [10.25658, -0.88030, 0.19505], [2.98887, -0.86635, -2.75001], [2.98957, 4.97126, 1.31305], [4.00627, 1.67792, 0.87314], [-6.11929, -1.66183, 0.25879], [-6.67141, 4.15969, -8.74835], [-4.56067, -0.82955, -2.27447], [-0.11864, -3.63378, 0.33571], [1.08955, -3.75622, -2.91197], [-3.23015, -3.33887, 3.25353], [0.78158, 3.55803, 6.18889], [4.66538, -2.75383, 5.52893], [6.14438, -2.58763, 0.75221], [-3.58141, -0.68935, -0.37820], [-2.95318, 2.79795, -1.29687], [5.48991, -2.71018, 4.78424], [-1.59658, -6.43209, 2.37110], [-2.06934, 3.62853, 2.41289], [-5.45141, 2.97927, -0.22756], [7.61568, -3.60181, 3.03474], [6.11520, -4.60433, 1.20433], [-1.74953, 4.53780, 5.33836], [3.93035, 4.76042, 0.11783], [-2.37326, -0.00735, -3.82467], [-2.07434, 0.87399, 2.81779], [2.94189, 1.60101, -2.45367], [9.49830, -1.71487, -1.11417], [-3.34195, 4.90605, -1.46337], [-0.94448, 5.24143, 5.07774], [-1.21564, 1.59574, -5.13505], [1.62666, -3.28550, -1.30731], [-2.56731, -0.90767, -0.68745], [-1.10418, 5.96325, 4.18701], [9.31937, -1.00922, -0.27446], [-2.52666, -1.74828, 2.13822], [2.16883, -3.49223, 3.28422], [1.65190, -1.86853, -4.73189], [3.95795, -3.32859, 3.01929], [-6.82821, 5.49104, -7.59896], [-4.72441, 3.41594, 2.15457], [-1.25487, 3.94645, -1.20637], [-2.05675, -1.72114, 3.85711], [-3.70586, -1.23510, 3.38203], [1.99046, 1.86432, -4.05574], [4.72318, -3.61530, -2.77599], [3.60974, 1.35187, -4.04393], [4.94790, -4.84571, 0.25684], [-0.96585, 2.30258, -1.75359], [0.74054, 2.64480, 0.75071], [5.19519, -0.04401, -0.33669], [-2.50479, 3.67947, -6.01593], [-6.66811, -1.99480, -1.32061], [-3.09648, 3.45946, 4.15645], [-3.29027, 0.59914, -3.75952], [5.89204, -5.17670, 2.08131], [5.39042, 0.02178, 2.46000], [-7.88998, 0.94043, -3.39335], [-4.83059, 1.87190, 3.11991], [-1.54999, 2.90880, -1.05963], [-1.64974, 1.01286, -5.90703], [-6.04893, -1.30887, -0.74422], [1.98481, 4.75968, 0.94778], [-6.11244, 3.68922, -6.77605], [-4.18218, 2.50891, 2.49765], [3.94592, 6.60268, 2.32516], [-1.96411, 3.95626, -6.85460], [-0.54391, -6.21423, 2.54766], [-2.19565, 1.47001, 3.66831], [6.95376, 0.41782, 1.75156], [-7.01469, 2.16436, -4.43212], [3.01240, -1.91401, 3.56681], [2.24116, 6.47224, 2.64894], [2.70146, 1.23962, -3.49312], [-1.64333, -7.44778, 1.94448], [3.37088, 5.26411, -0.67174], [-0.13925, 1.56474, -5.36780], [-5.02728, -3.22131, -1.95434], [-2.12466, -5.44386, 1.43205], [-3.69002, 0.43027, -0.34443], [5.35129, -5.21317, -2.36527], [-1.18482, 1.69194, 4.12881], [3.46196, 3.12697, 1.82853], [-5.22020, -0.86745, -4.73080], [-0.02553, -0.85523, 2.12526], [4.46152, -1.73537, 5.75128], [-6.78380, 2.48987, -2.32790], [-6.97927, 1.53345, -3.53642], [-2.90084, 2.83877, 3.23978], [3.10757, -2.98363, 3.63128], [-3.81737, 3.10524, -6.18816], [2.98202, 6.38956, 1.84582], [4.61893, -4.43138, -2.08421], [-2.85076, 0.92405, 4.34594], [3.89943, 3.66972, -0.12821], [3.35087, 3.99997, 2.31525], [-0.12485, 1.87626, 2.17206], [1.57047, 1.85968, 2.01273], [-4.49213, -5.16936, 4.68991], [1.93487, -0.23763, -5.61614], [8.51569, -3.51727, 0.48487], [1.78551, -0.73221, 2.10320], [9.51351, -2.74061, 1.63107], [-3.81244, 2.32326, -6.93546], [-7.63098, 3.22360, -2.27597], [-2.24101, -5.33203, 4.13897], [-5.65469, -6.22934, 3.79601], [-2.13137, -7.12775, 4.30001], [-4.31211, -2.72331, -1.52308], [0.61417, -5.12106, 0.70981], [3.42836, -3.46505, 5.04319], [-2.38899, -0.64863, -4.71413], [3.31341, -1.28515, -5.05937], [6.19605, -0.40441, -0.63370], [2.25906, -0.95663, -4.79655], [-2.31233, -0.64054, -2.95104], [6.14836, -3.16086, 1.58523], [4.93756, -3.90483, -0.81813], [4.67315, 0.26936, -1.21995], [7.38338, -2.86375, 2.24825], [-1.43332, -6.49385, -0.34332], [-1.44924, -5.41733, 0.10326], [0.31845, -4.88893, -1.33335], [0.86295, -0.74515, 1.47685], [-4.61872, -1.37256, -1.29946], [-6.95870, -0.97749, -4.52925], [-0.14516, -4.69693, 0.00322], [-2.12744, -4.86299, -0.52641], [-2.39918, 3.01082, -3.95085], [0.69425, 1.82578, 1.44731], [0.09273, 2.76386, 6.42562], [1.33928, 0.29248, -1.17103], [-6.48057, -0.29805, -0.71074], [-2.85143, -1.93823, 3.16474], [-3.09566, -5.64673, 1.26109], [-4.69190, 2.49927, -2.45973], [-0.28050, 0.47356, -0.01145], [8.90114, -0.06302, -0.67212], [0.89990, -1.57912, 0.74741], [5.10859, -5.85683, -0.14351], [8.34205, -1.51025, 0.56678], [0.97578, -0.38430, -2.80982], [-0.82828, 5.87218, 5.95628], [7.29525, -1.97441, 2.81858], [-4.76127, 5.13032, -6.01953], [-0.10728, -2.95153, -1.86793], [1.70272, 0.68850, -0.32238], [-4.52352, -7.05849, 5.01521], [4.21489, -5.14420, 5.59653], [-4.22673, 2.58328, -5.29673], [-4.63848, -6.17717, 4.24899], [7.07065, -4.96785, 0.73365], [-6.12290, 0.12108, -5.72492], [-3.75107, -6.44936, 3.19105], [5.13975, -3.24121, 6.39438], [0.90575, 4.13748, 7.12630], [5.28868, 1.11101, 0.61598], [-6.89530, 1.80770, -1.42208], [0.31308, 0.13082, -3.30352], [0.77526, -3.61118, -1.91501], [0.67291, 3.89379, 3.75269], [1.61738, 3.96098, 3.60612], [1.11198, 5.34346, 5.11235], [-2.70840, -3.88407, 2.64032], [-3.49919, 4.20602, 0.14282], [8.52957, -2.71693, 1.21682], [2.51386, -3.32512, 5.72328], [0.41897, 4.53400, 5.01468], [0.61200, 0.54416, 0.60509], [4.02922, -4.67953, 0.83194], [-5.46159, 3.14109, -2.38746], [5.96057, 1.63413, 2.52912], [5.91274, 1.89384, 0.14337], [2.77266, 7.03655, 0.99190], [4.89509, 5.21416, 0.11699], [-2.44720, -6.29331, 3.60781], [-5.77372, 4.59101, -0.99899], [-5.18183, 3.69501, -1.07183], [-1.42231, 2.56775, 0.00524]],
  "forces_ev_per_a": [[-0.486, 0.159, -0.184], [-1.087, -0.549, -0.597], [-0.689, 1.812, 0.150], [-0.145, -0.303, -0.982], [-1.546, -1.087, -0.195], [0.091, -0.130, 0.076], [1.498, 0.028, 0.832], [-0.015, 0.322, 0.042], [-0.601, -0.081, 0.220], [0.301, -0.318, -0.753], [-0.132, -1.373, 0.417], [-0.362, 0.218, -1.214], [-0.385, -0.607, 0.462], [0.760, -1.025, -0.779], [-0.609, 0.362, -0.108], [-0.786, 0.849, -0.693], [-1.839, 1.993, 1.336], [-0.448, -0.340, 0.641], [-0.051, -0.414, -0.250], [0.602, 0.592, 0.050], [1.145, 0.448, 0.837], [-1.114, 1.205, -0.671], [1.155, -0.821, -0.067], [0.774, 0.262, 0.581], [0.362, -0.447, 0.955], [-0.475, -0.147, 0.938], [-0.366, -0.302, 0.604], [-0.802, -0.416, -0.592], [0.204, -0.408, -1.113], [-0.336, 1.283, 0.488], [0.161, 1.744, 0.248], [1.297, -0.831, 0.042], [-0.349, -0.080, -0.295], [-0.690, -0.192, 0.140], [-0.364, 0.641, -0.605], [-0.737, -0.305, -0.033], [-0.117, 0.525, -0.743], [-1.680, -0.226, -1.281], [0.049, 0.653, -0.852], [-0.024, -0.209, -0.570], [0.004, 1.477, -1.208], [-0.023, 0.391, -0.704], [-2.307, -0.430, -0.791], [-0.271, 0.626, -0.040], [0.353, -0.914, -1.476], [-0.699, 0.064, -1.051], [-0.102, 0.347, 0.076], [-0.154, -0.975, -0.022], [0.531, 0.249, -0.279], [1.128, 0.917, 1.920], [-0.182, 0.483, -0.150], [0.279, -0.071, -0.288], [-0.011, -1.618, 1.315], [-1.007, -0.535, -1.696], [0.161, 0.254, 0.195], [0.773, 0.597, 0.132], [-0.036, 0.401, -0.214], [-0.424, 0.372, -0.034], [0.405, -0.160, 0.254], [0.223, -0.439, 0.493], [0.253, 0.140, 0.262], [0.442, 0.166, 0.322], [0.581, -1.078, -0.142], [-0.191, -0.215, 0.606], [0.258, 0.441, -0.377], [0.851, -0.264, -0.438], [0.348, 0.281, -0.121], [-0.365, -0.236, 0.005], [-0.394, 0.616, -0.025], [1.010, -0.585, -0.056], [0.492, -0.045, 1.133], [-0.304, 0.289, -0.286], [-0.200, -0.782, -0.534], [0.006, -0.345, -0.103], [0.150, -0.418, 0.689], [0.146, -0.084, -0.164], [-0.148, 0.258, -0.148], [0.116, 0.349, -0.220], [-0.519, -0.276, 1.332], [-1.055, -0.402, -0.702], [0.172, 0.703, -0.490], [-0.265, -0.201, 0.020], [1.583, 0.102, 0.506], [-0.238, 0.459, -0.297], [-0.038, 0.194, -0.397], [-0.695, -0.682, 0.925], [-0.002, 0.035, 0.278], [0.042, 2.647, 1.244], [1.072, -0.318, -0.108], [-0.331, -0.204, -0.169], [-0.105, 0.435, -0.005], [-0.158, 0.220, -0.346], [0.012, -0.511, 1.299], [-0.123, 0.017, 0.202], [0.228, 0.002, -0.584], [-0.205, 0.594, -0.119], [0.246, 0.714, 0.279], [1.352, 0.488, -0.947], [-0.144, -1.106, -0.097], [-0.369, 0.145, 0.031], [-1.165, -0.376, -0.346], [0.056, 1.112, 0.744], [2.467, -2.077, 0.060], [0.424, -0.260, -0.085], [-0.341, 0.921, 0.492], [0.335, -1.908, -0.102], [0.373, 0.670, -0.066], [0.772, -0.735, 1.236], [-0.518, -1.443, -0.047], [-0.862, 0.455, -0.501], [0.380, -0.818, 0.661], [0.949, -0.165, -0.248], [0.149, 0.097, 0.281], [0.522, 1.010, 0.111], [-0.464, -0.370, -0.203], [0.095, 0.313, -0.463], [1.622, -0.264, 0.855], [0.130, -0.645, -0.138], [0.062, -1.038, 0.922], [-0.198, -0.489, -0.217], [-0.658, 0.305, -0.690], [0.879, -0.029, 0.843], [-0.205, -0.311, -0.581], [0.894, -0.462, -0.232], [-0.391, -0.533, -0.468], [0.605, 0.038, 0.543], [-0.465, 0.607, -0.209], [0.988, -1.210, 0.130], [-0.355, -0.116, -0.464], [-0.730, -0.834, -0.890], [-0.039, 0.085, 0.046], [-1.129, 0.454, 0.242], [-0.212, 0.408, 0.065], [1.213, 0.782, -0.214], [0.189, -0.027, 0.270], [-0.191, -1.404, -0.067], [0.002, -0.105, 0.221], [-0.396, -0.036, -0.581], [1.344, -0.766, -0.132], [0.567, 1.675, 0.642], [-1.794, -1.338, 0.190], [0.439, 1.308, -0.506], [-0.914, 0.564, -0.909], [-0.644, 1.550, -0.582], [0.193, 0.208, -0.266], [1.996, -0.522, 0.905], [-0.362, 0.128, -0.444], [0.449, 0.143, -1.536], [-1.939, -1.070, -0.668], [-0.319, -0.375, -0.400], [0.948, 0.435, 0.769], [0.142, -0.258, -0.419], [-0.902, -0.827, -0.638], [-0.226, -0.060, 0.100], [-0.174, -1.024, -0.808], [-0.465, -0.119, 0.416], [0.565, -0.453, 0.167], [0.075, 0.142, 0.650], [-0.692, 0.036, 0.144], [-1.401, 1.212, 0.378], [0.374, 0.059, 0.486], [-0.268, 0.258, 0.151], [-0.028, 1.304, 0.267], [-0.065, -0.636, 0.428], [0.711, 0.254, -0.114], [-0.768, -0.881, -1.473], [-0.355, 1.804, -0.904], [0.466, -0.630, 0.703], [0.577, 0.734, -0.045], [-0.965, -1.585, 0.580], [-0.667, 0.300, 0.424], [-0.519, 0.400, -0.338], [-0.744, 0.535, 0.296], [-0.399, 0.207, 0.104], [-0.304, -0.061, -0.379], [0.695, 0.599, 0.011], [0.252, 0.907, -0.545], [-0.181, 0.094, -0.080], [-1.224, -1.126, 2.235], [-1.090, 0.294, 0.549], [0.619, -0.209, -0.550], [0.799, 0.559, -0.038], [0.102, 0.221, -0.297], [0.241, -0.091, 0.212], [-0.141, -0.353, 0.452], [1.415, -0.299, -0.657], [0.022, -0.748, 0.238], [2.150, 0.034, 1.498], [-0.080, -0.591, -0.199], [-0.881, 0.121, 0.958], [0.272, 1.305, 0.888], [-0.332, -0.071, -0.042], [0.002, 0.277, 0.381], [0.846, 0.026, 0.585], [2.142, -1.111, 1.000], [-0.079, 0.574, 0.610], [0.945, -0.348, 0.469], [0.469, 0.616, -0.993]],
  "lowdin_charge": [-0.242, 0.034, -0.072, -0.260, -0.032, 0.062, 0.018, 0.054, 0.080, 0.091, -0.170, -0.200, 0.125, -0.457, -0.199, -0.159, -0.066, 0.075, 0.072, 0.098, 0.069, 0.150, -0.492, -0.083, 0.067, 0.101, 0.101, 0.109, 0.060, -0.155, -0.038, -0.070, 0.075, -0.025, -0.236, 0.081, -0.197, -0.053, 0.116, 0.125, -0.186, 0.064, -0.045, -0.068, 0.032, 0.082, 0.098, 0.135, -0.050, -0.143, 0.083, 0.058, 0.121, -0.109, 0.049, 0.092, 0.064, 0.059, 0.083, 0.084, 0.091, 0.062, 0.087, 0.077, 0.075, 0.064, -0.200, 0.076, 0.077, -0.033, -0.074, 0.075, 0.121, 0.082, 0.108, 0.090, 0.119, 0.088, -0.078, 0.097, -0.036, 0.119, -0.209, -0.059, 0.087, 0.136, 0.117, -0.037, 0.057, 0.111, 0.056, 0.070, -0.042, 0.122, 0.074, 0.104, 0.094, -0.074, 0.086, 0.096, 0.090, 0.063, 0.036, 0.066, 0.067, -0.194, -0.204, -0.452, -0.072, -0.218, -0.048, -0.112, 0.070, 0.076, -0.094, 0.051, 0.051, 0.086, 0.087, 0.109, 0.073, 0.112, 0.110, 0.132, 0.125, 0.093, 0.135, -0.054, 0.122, -0.445, 0.098, 0.087, 0.085, -0.055, 0.074, -0.038, -0.202, 0.061, -0.205, 0.152, -0.186, -0.206, -0.012, -0.487, 0.101, -0.250, 0.106, 0.131, -0.045, 0.062, 0.068, 0.068, -0.142, 0.106, 0.071, 0.118, 0.101, 0.061, 0.123, -0.220, -0.095, 0.069, 0.090, 0.126, 0.090, -0.113, 0.118, 0.051, 0.120, -0.111, 0.121, 0.088, -0.205, 0.081, 0.079, -0.460, 0.105, 0.061, -0.063, -0.078, 0.055, 0.113, 0.028, 0.096, -0.212, 0.153, -0.451, -0.409, 0.120, -0.043, 0.064, 0.144, 0.084, 0.070, -0.288, 0.110, -0.218, 0.085],
  "gap_ha": 0.3406,
  "de_lowest_kj_mol": 0.0,
  "total_energy_ha": -3441.52507,
  "lumo_ha": 0.0222
}